[1]
The following is a quantum chemistry calculation of a cluster of 2 separate species, C37H42F6N5O2S in total at a distorted geometry, from the OMol25 dataset.

Summary:
Max |F| ... 2.32 eV/Å
Total charge ... +1
HOMO-LUMO gap ... 0.228 hartree

Last column: Mulliken charge in e.
Positions of all 93 atoms, in Å:
F -4.73 3.46 -1.52  -0.25
C -3.93 4.58 -1.53  0.85
F -3.59 4.82 -2.83  -0.28
F -4.72 5.63 -1.12  -0.25
C -2.73 4.40 -0.64  0.09
C -1.45 4.66 -1.12  -1.03
C -0.34 4.37 -0.31  1.45
N 0.94 4.53 -0.86  -0.20
C 2.14 4.12 -0.31  0.28
S 2.38 3.22 1.09  -0.49
N 3.22 4.43 -1.10  -0.20
C 4.55 3.94 -0.72  -1.28
C 4.51 2.41 -0.56  0.66
C 4.85 1.68 -1.90  -1.04
C 6.24 1.07 -1.67  -0.39
C 6.77 1.82 -0.44  -0.73
N 5.55 1.97 0.36  -0.22
C -0.53 3.95 1.00  -0.60
C -1.82 3.74 1.47  -0.27
C -1.98 3.30 2.89  0.91
F -3.13 2.59 3.09  -0.26
F -0.94 2.50 3.30  -0.21
F -2.02 4.37 3.75  -0.27
C -2.93 3.96 0.66  -1.21
H -1.31 5.07 -2.12  0.47
H 0.98 4.81 -1.84  0.27
H 3.19 5.30 -1.63  0.35
H 5.24 4.22 -1.53  0.52
H 4.89 4.40 0.22  0.26
H 3.51 2.08 -0.19  0.00
H 4.10 0.91 -2.11  0.28
H 4.85 2.40 -2.73  0.37
H 6.15 0.01 -1.40  0.15
H 6.90 1.16 -2.53  0.47
H 7.54 1.28 0.09  0.21
H 7.17 2.80 -0.75  0.39
H 5.68 2.59 1.16  0.27
H 0.34 3.73 1.65  0.46
H -3.93 3.79 1.04  0.51
C 10.45 -0.70 6.15  -0.83
O 10.38 -0.48 4.72  -0.41
C 9.17 -0.57 4.12  0.89
C 9.13 -0.37 2.71  -0.67
C 7.92 -0.39 2.06  -0.36
C 6.69 -0.46 2.76  -0.12
C 5.42 -0.43 2.08  -0.05
C 4.36 -1.21 2.51  -0.42
C 3.21 -1.45 1.77  -0.07
N 2.20 -2.23 2.22  0.63
C 1.01 -2.50 1.41  0.26
C 0.32 -1.24 0.92  -0.64
C -0.96 -1.53 0.16  0.55
C -2.13 -0.82 0.48  -0.51
C -3.34 -1.16 -0.15  -0.65
C -3.36 -2.18 -1.11  -0.49
C -2.19 -2.85 -1.45  -0.71
C -0.98 -2.50 -0.84  -0.26
C 0.14 -3.33 2.36  0.21
O -0.96 -3.82 2.13  -0.68
N 0.84 -3.46 3.52  0.26
C 0.30 -4.19 4.65  -0.94
C 2.14 -2.83 3.56  0.02
C 3.21 -3.91 3.82  -1.52
C 2.16 -1.75 4.67  -1.43
C 6.76 -0.65 4.17  -0.81
C 7.96 -0.79 4.83  -0.54
H 11.48 -0.46 6.41  0.25
H 9.76 -0.04 6.69  0.35
H 10.23 -1.75 6.38  0.35
H 10.06 -0.21 2.19  0.46
H 7.89 -0.37 0.96  0.46
H 5.31 0.16 1.18  0.20
H 4.47 -1.71 3.48  0.27
H 3.10 -1.02 0.77  0.72
H 1.29 -3.13 0.55  0.22
H 0.10 -0.59 1.79  0.40
H 1.01 -0.68 0.28  0.37
H -2.10 -0.04 1.25  0.42
H -4.25 -0.63 0.13  0.42
H -4.31 -2.45 -1.58  0.38
H -2.20 -3.65 -2.19  0.39
H -0.06 -3.02 -1.10  0.33
H -0.70 -4.55 4.40  0.36
H 0.95 -5.04 4.89  0.29
H 0.24 -3.53 5.52  0.31
H 2.93 -4.83 3.29  0.43
H 4.20 -3.60 3.47  0.30
H 3.26 -4.12 4.89  0.44
H 1.28 -1.10 4.56  0.37
H 2.13 -2.24 5.65  0.49
H 3.06 -1.13 4.61  0.37
H 5.83 -0.70 4.75  0.48
H 7.99 -1.03 5.90  0.39


[2]
The following is a quantum chemistry calculation of a structure of composition C37H42FN5O6SiY, from the OMol25 dataset.

Summary:
Max |F| ... 0.92 eV/Å
Total charge ... -1
HOMO-LUMO gap ... 0.220 hartree

Last column: Mulliken charge in e.
Positions of all 93 atoms, in Å:
Y -0.59 0.06 0.34  0.72
C -0.93 1.23 3.40  -1.62
N 0.16 1.46 2.43  1.28
C 0.18 2.91 2.17  -1.24
C 1.14 3.34 1.07  0.05
C 0.55 3.31 -0.33  -1.51
N 0.49 1.97 -0.92  1.14
C 0.67 1.96 -2.19  -0.76
C 0.49 0.90 -3.16  0.36
C 0.86 1.19 -4.49  -0.46
C 0.70 0.26 -5.49  -0.93
C 0.14 -0.98 -5.18  -0.56
C -0.24 -1.30 -3.90  -0.74
C -0.07 -0.36 -2.86  -0.30
O -0.39 -0.65 -1.64  0.62
C 1.47 1.02 3.01  -1.74
C 2.06 -0.24 2.39  1.40
C 1.34 -1.52 2.76  -2.02
N -0.05 -1.50 2.28  1.29
C -0.80 -2.46 2.67  -0.65
C -2.22 -2.62 2.41  0.76
C -2.84 -3.80 2.85  -0.81
C -4.19 -3.99 2.72  -0.92
C -4.97 -2.95 2.17  -0.41
C -4.40 -1.77 1.75  -0.88
C -3.00 -1.58 1.82  0.12
O -2.46 -0.48 1.40  0.23
H -0.79 1.86 4.28  0.47
H -0.95 0.19 3.70  0.38
H -1.89 1.46 2.93  0.18
H 0.43 3.43 3.11  0.45
H -0.84 3.20 1.90  0.42
H 2.06 2.76 1.10  -0.22
H 1.44 4.37 1.27  0.40
H 1.14 3.96 -0.98  0.59
H -0.47 3.69 -0.30  0.40
H 0.98 2.90 -2.66  0.05
H 1.29 2.16 -4.71  0.37
H 1.00 0.49 -6.51  0.38
H 0.01 -1.73 -5.96  0.42
H -0.66 -2.27 -3.64  0.47
H 1.35 0.90 4.09  0.28
H 2.18 1.83 2.87  0.68
H 3.09 -0.32 2.75  0.55
H 2.16 -0.15 1.30  -0.89
H 1.34 -1.66 3.85  0.55
H 1.86 -2.37 2.31  0.44
H -0.37 -3.24 3.31  0.30
H -2.22 -4.57 3.29  0.39
H -4.66 -4.91 3.04  0.37
H -6.04 -3.08 2.08  0.43
H -5.00 -0.98 1.34  0.44
C 4.16 2.06 -0.49  -0.55
Si 4.25 0.37 -1.32  0.08
C 5.98 -0.26 -0.85  -1.22
C 4.24 0.74 -3.18  -0.74
N 2.94 -0.59 -0.82  0.14
C 2.83 -1.87 -1.22  1.16
C 3.69 -2.59 -2.11  -0.62
C 3.49 -3.91 -2.47  -1.10
C 2.42 -4.65 -2.00  -0.85
C 1.53 -4.01 -1.13  -0.94
C 1.77 -2.71 -0.78  -0.54
F 0.85 -2.16 0.05  0.67
H 4.78 2.79 -1.02  0.52
H 4.50 2.02 0.55  0.26
H 3.13 2.42 -0.50  -0.36
H 6.76 0.43 -1.18  0.34
H 6.21 -1.24 -1.28  0.35
H 6.05 -0.36 0.24  0.28
H 5.00 1.50 -3.41  0.40
H 3.26 1.12 -3.50  0.00
H 4.45 -0.15 -3.79  0.31
H 4.54 -2.07 -2.53  0.22
H 4.20 -4.36 -3.16  0.37
H 2.25 -5.67 -2.30  0.38
H 0.65 -4.50 -0.73  0.43
O -3.75 3.21 -0.24  -0.79
C -3.27 2.08 -0.39  -0.37
O -2.07 1.74 -0.12  -0.24
C -4.20 0.98 -0.90  0.31
C -5.57 1.19 -0.87  -0.87
C -6.45 0.18 -1.23  -0.53
C -5.97 -1.06 -1.63  -0.70
C -4.60 -1.25 -1.65  -0.17
C -3.70 -0.26 -1.31  1.24
N -4.08 -2.57 -2.02  1.10
O -4.82 -3.33 -2.63  -0.68
O -2.93 -2.82 -1.76  -0.56
H -5.91 2.16 -0.54  0.48
H -7.52 0.36 -1.20  0.38
H -6.63 -1.87 -1.91  0.49
H -2.64 -0.40 -1.39  0.16


[3]
The following is a quantum chemistry calculation of a structure of composition C37H42N4O9ReSSi, from the OMol25 dataset.

Summary:
⟨S²⟩ ... 0.913
Max |F| ... 0.91 eV/Å
Multiplicity ... 2
HOMO-LUMO gap (spin up / spin down) ... 0.256 / 0.257 hartree

Last column: Mulliken charge in e.
Positions of all 95 atoms, in Å:
Re -0.55 -0.34 -0.40  1.70
C 3.60 -3.76 -2.98  -0.25
O 3.60 -3.14 -4.26  -0.46
C 3.71 -1.79 -4.30  0.82
C 3.75 -1.21 -5.56  -0.92
C 3.85 0.16 -5.69  -0.10
C 3.87 0.98 -4.56  -0.74
C 3.88 0.39 -3.30  -0.02
C 3.80 -0.98 -3.16  0.07
N 3.96 2.39 -4.83  -0.38
N 3.38 3.25 -4.16  -0.70
C 2.50 2.86 -3.09  0.34
C 2.70 3.38 -1.84  -0.70
C 2.00 2.89 -0.72  -0.44
C 1.10 1.87 -0.88  0.52
O 0.45 1.26 0.12  -0.16
C 0.80 1.43 -2.19  0.49
N -0.18 0.47 -2.27  -0.26
C -0.59 0.07 -3.45  -0.55
C -0.03 0.57 -4.63  -1.34
C 1.00 1.47 -4.58  -0.80
C 1.45 1.93 -3.32  0.62
H 3.44 -4.82 -3.17  0.20
H 2.80 -3.38 -2.34  -0.27
H 4.56 -3.61 -2.48  0.37
H 3.71 -1.85 -6.43  0.44
H 3.90 0.62 -6.67  0.46
H 3.94 1.00 -2.41  0.56
H 3.79 -1.41 -2.17  0.33
H 3.47 4.12 -1.71  0.42
H 2.21 3.27 0.27  0.48
H -1.38 -0.67 -3.46  0.86
H -0.41 0.22 -5.58  0.43
H 1.45 1.86 -5.49  0.58
C 0.43 -3.66 1.84  -1.72
C 0.72 -2.18 1.70  2.74
C 1.36 -1.62 2.96  -1.88
O -0.55 -1.51 1.47  -0.57
C 1.69 -1.96 0.52  -0.48
O 2.77 -2.51 0.55  -0.71
O 1.30 -1.17 -0.44  -0.17
H -0.19 -3.84 2.72  0.43
H 1.36 -4.21 1.93  0.36
H -0.11 -4.03 0.96  0.12
H 0.68 -1.74 3.81  0.35
H 1.60 -0.56 2.83  0.26
H 2.29 -2.15 3.16  0.58
H -0.66 -0.71 2.05  0.34
O -1.97 2.31 -1.20  -0.21
N -2.84 1.57 -0.84  0.09
O -2.41 0.43 -0.29  -0.47
C -2.30 -4.55 -0.86  -1.29
Si -1.27 -3.39 -1.90  0.41
C -2.11 -3.23 -3.57  -1.37
C 0.48 -3.97 -2.14  -0.78
O -1.25 -1.91 -1.17  -0.11
H -2.02 -5.60 -1.04  0.44
H -3.35 -4.45 -1.12  0.36
H -2.21 -4.35 0.21  0.29
H -2.43 -4.22 -3.92  0.42
H -1.45 -2.82 -4.34  0.33
H -3.00 -2.60 -3.50  0.35
H 0.51 -4.92 -2.67  0.59
H 1.03 -4.09 -1.20  0.44
H 1.04 -3.24 -2.74  -0.07
O -1.17 0.77 2.52  -1.14
S -0.52 1.95 3.17  0.68
C -1.87 3.07 3.61  -1.27
C -2.43 3.74 2.38  0.29
C -3.70 3.42 1.93  -0.25
C -4.23 4.07 0.82  -0.62
C -3.48 5.02 0.15  -0.42
C -2.20 5.32 0.58  -0.64
C -1.67 4.68 1.69  -0.19
C -0.06 1.44 4.86  -1.19
C -1.20 0.99 5.73  0.30
C -1.53 1.71 6.87  -0.33
C -2.58 1.31 7.68  -0.70
C -3.31 0.18 7.36  -0.37
C -2.99 -0.55 6.22  -0.95
C -1.94 -0.15 5.41  0.33
H -1.44 3.79 4.30  0.62
H -2.62 2.47 4.12  0.50
H -4.28 2.67 2.45  0.31
H -5.22 3.81 0.48  0.38
H -3.89 5.51 -0.72  0.39
H -1.60 6.05 0.05  0.41
H -0.67 4.92 2.03  0.37
H 0.45 2.31 5.29  0.53
H 0.68 0.66 4.71  0.39
H -0.96 2.60 7.12  0.37
H -2.82 1.89 8.57  0.39
H -4.13 -0.13 7.99  0.39
H -3.56 -1.43 5.97  0.41
H -1.70 -0.72 4.52  0.33


> The highest max |F| belongs to which entry?

C37H42F6N5O2S